Entry 1:
{"formula": "C19H49O17P3S", "method": "wB97M-V/def2-TZVPD", "elements": ["C", "C", "C", "C", "C", "O", "S", "O", "O", "C", "O", "C", "C", "O", "C", "C", "H", "H", "H", "H", "H", "H", "H", "H", "H", "H", "H", "H", "H", "H", "H", "H", "H", "H", "H", "H", "H", "H", "C", "O", "P", "O", "O", "C", "O", "C", "H", "H", "H", "H", "H", "H", "H", "H", "H", "C", "O", "P", "O", "O", "C", "O", "C", "H", "H", "H", "H", "H", "H", "H", "H", "H", "C", "O", "P", "O", "O", "C", "O", "C", "H", "H", "H", "H", "H", "H", "H", "H", "H"], "positions_angstrom": [[1.31, -4.33, 3.78], [1.96, -5.57, 3.13], [0.96, -6.70, 2.80], [1.13, -7.32, 1.42], [-0.14, -7.99, 0.85], [2.21, -8.29, 1.56], [2.89, -8.91, 0.21], [4.09, -9.58, 0.73], [3.34, -7.54, -0.52], [4.43, -6.82, 0.05], [4.32, -5.52, -0.43], [5.57, -4.91, -0.74], [5.31, -3.59, -1.46], [5.26, -2.49, -0.58], [3.98, -2.19, -0.03], [4.10, -2.00, 1.48], [1.88, -3.99, 4.65], [0.29, -4.54, 4.12], [1.26, -3.48, 3.08], [2.74, -5.96, 3.79], [2.47, -5.27, 2.20], [1.08, -7.52, 3.53], [-0.08, -6.33, 2.89], [1.47, -6.54, 0.72], [-0.41, -7.57, -0.12], [0.01, -9.07, 0.72], [-1.00, -7.85, 1.53], [5.37, -7.29, -0.28], [4.36, -6.85, 1.15], [6.15, -5.60, -1.38], [6.14, -4.72, 0.18], [4.37, -3.68, -2.02], [6.12, -3.39, -2.17], [3.61, -1.26, -0.50], [3.27, -2.99, -0.26], [3.18, -1.56, 1.88], [4.28, -2.96, 1.98], [4.93, -1.32, 1.72], [3.34, 3.79, -0.60], [1.93, 3.65, -0.35], [1.32, 2.19, -0.51], [2.04, 1.11, 0.15], [1.20, 1.93, -2.07], [0.64, 2.94, -2.92], [-0.15, 2.51, 0.00], [-1.06, 1.40, 0.14], [3.49, 4.79, -1.01], [3.89, 3.68, 0.33], [3.69, 3.05, -1.32], [1.44, 3.50, -3.40], [-0.01, 3.62, -2.37], [0.05, 2.42, -3.68], [-0.52, 0.45, 0.15], [-1.78, 1.42, -0.68], [-1.58, 1.53, 1.08], [-4.03, 8.44, 0.67], [-2.61, 8.32, 0.87], [-1.92, 6.99, 0.34], [-2.22, 6.59, -1.03], [-2.33, 5.84, 1.36], [-2.26, 6.06, 2.77], [-0.42, 7.36, 0.67], [0.55, 6.33, 0.42], [-4.42, 9.03, 1.50], [-4.22, 8.95, -0.27], [-4.52, 7.46, 0.65], [-3.26, 6.29, 3.15], [-1.58, 6.87, 3.01], [-1.91, 5.13, 3.22], [0.12, 5.49, -0.12], [0.95, 5.98, 1.37], [1.35, 6.77, -0.17], [-3.67, 3.93, -1.86], [-5.04, 3.54, -1.61], [-5.41, 2.05, -1.94], [-4.53, 1.00, -1.42], [-5.50, 1.95, -3.53], [-6.19, 2.97, -4.26], [-6.90, 2.06, -1.41], [-7.64, 0.82, -1.46], [-3.66, 4.98, -2.13], [-3.08, 3.78, -0.95], [-3.25, 3.33, -2.67], [-5.46, 3.67, -4.67], [-6.89, 3.51, -3.63], [-6.72, 2.48, -5.07], [-6.97, -0.03, -1.61], [-8.36, 0.87, -2.27], [-8.15, 0.71, -0.51]], "total_charge": 0}



Entry 2:
{"formula": "C19H50Cl4O6S6", "method": "wB97M-V/def2-TZVPD", "elements": ["C", "S", "O", "C", "H", "H", "H", "H", "H", "H", "C", "S", "O", "C", "H", "H", "H", "H", "H", "H", "C", "S", "O", "C", "H", "H", "H", "H", "H", "H", "C", "S", "O", "C", "H", "H", "H", "H", "H", "H", "C", "S", "O", "C", "H", "H", "H", "H", "H", "H", "C", "S", "O", "C", "H", "H", "H", "H", "H", "H", "C", "Cl", "Cl", "Cl", "Cl", "C", "C", "C", "C", "C", "C", "H", "H", "H", "H", "H", "H", "H", "H", "H", "H", "H", "H", "H", "H"], "positions_angstrom": [[3.97, 1.25, -0.45], [5.29, 2.51, -0.36], [4.77, 3.75, 0.31], [6.27, 1.58, 0.85], [3.01, 1.68, -0.75], [3.74, 0.83, 0.53], [4.35, 0.44, -1.07], [7.19, 2.16, 0.99], [6.71, 0.71, 0.36], [5.81, 1.37, 1.81], [1.77, -1.93, -3.79], [2.79, -1.47, -2.35], [1.82, -0.77, -1.42], [2.97, -3.14, -1.68], [1.59, -1.02, -4.35], [0.78, -2.20, -3.42], [2.31, -2.69, -4.34], [3.75, -3.18, -0.92], [3.22, -3.94, -2.38], [2.05, -3.34, -1.12], [3.71, -0.45, 3.96], [5.28, -1.35, 4.00], [6.16, -0.67, 2.99], [5.88, -0.81, 5.62], [3.01, -0.75, 4.73], [3.28, -0.68, 2.99], [3.93, 0.61, 4.07], [5.51, -1.49, 6.39], [5.69, 0.24, 5.79], [6.96, -0.97, 5.61], [-1.84, 6.32, 2.50], [-1.83, 4.53, 2.12], [-0.43, 4.08, 2.34], [-2.77, 4.02, 3.60], [-1.68, 6.39, 3.57], [-2.84, 6.74, 2.31], [-1.15, 6.92, 1.91], [-3.79, 4.41, 3.63], [-2.18, 4.30, 4.47], [-2.82, 2.93, 3.56], [0.54, -1.49, 1.32], [-0.04, -0.13, 2.36], [0.88, -0.02, 3.56], [0.35, 1.20, 1.15], [0.18, -2.45, 1.65], [1.61, -1.49, 1.12], [0.06, -1.26, 0.36], [0.96, 0.79, 0.34], [0.97, 1.94, 1.66], [-0.58, 1.70, 0.91], [-2.32, -4.49, -0.18], [-2.34, -5.07, -1.91], [-3.75, -4.91, -2.38], [-1.38, -3.62, -2.51], [-2.65, -3.45, -0.14], [-1.30, -4.53, 0.20], [-3.05, -5.03, 0.42], [-1.25, -3.69, -3.59], [-0.38, -3.68, -2.08], [-1.99, -2.77, -2.25], [-5.11, 1.31, 0.62], [-5.61, 2.54, -0.60], [-5.80, 1.82, 2.19], [-5.84, -0.21, 0.17], [-3.37, 1.18, 0.77], [-5.58, -2.03, -3.05], [-4.80, -0.80, -3.49], [-3.55, -0.54, -2.65], [-2.67, 0.68, -2.98], [-1.31, 0.54, -2.27], [-0.54, 1.85, -2.31], [-6.52, -2.11, -3.59], [-5.80, -2.00, -1.98], [-4.99, -2.93, -3.22], [-4.38, -0.84, -4.50], [-5.45, 0.09, -3.50], [-2.91, -1.40, -2.90], [-3.62, -0.64, -1.56], [-2.52, 0.73, -4.07], [-3.21, 1.60, -2.78], [-1.45, 0.22, -1.24], [-0.71, -0.18, -2.83], [0.43, 1.80, -1.80], [-0.37, 2.20, -3.32], [-1.08, 2.63, -1.75]], "total_charge": 0, "relative_energy_kcal_mol": 10.4}



Entry 3:
{"formula": "C19H50GeLiO5PSeSi2Te", "method": "wB97M-V/def2-TZVPD", "elements": ["Li", "C", "C", "C", "C", "Ge", "C", "C", "C", "C", "H", "H", "H", "H", "H", "H", "H", "H", "H", "H", "H", "H", "H", "H", "H", "H", "H", "H", "H", "C", "P", "C", "C", "O", "H", "H", "H", "H", "H", "H", "H", "H", "H", "O", "Se", "O", "O", "O", "C", "Si", "C", "C", "C", "Te", "C", "Si", "C", "C", "C", "H", "H", "H", "H", "H", "H", "H", "H", "H", "H", "H", "H", "H", "H", "H", "H", "H", "H", "H", "H", "H", "H"], "positions_angstrom": [[-0.52, -2.55, 0.21], [5.38, -3.83, -0.52], [3.96, -3.60, -0.03], [3.02, -3.19, -1.16], [1.64, -2.72, -0.71], [1.61, -0.92, 0.23], [2.74, 0.15, -0.98], [2.14, 0.35, -2.37], [2.71, 1.54, -3.13], [2.06, 1.73, -4.50], [6.04, -4.19, 0.27], [5.81, -2.90, -0.91], [5.41, -4.57, -1.33], [3.96, -2.84, 0.75], [3.58, -4.52, 0.43], [2.90, -4.04, -1.84], [3.50, -2.41, -1.75], [1.21, -3.51, -0.06], [0.98, -2.65, -1.58], [2.56, -1.17, 1.43], [3.71, -0.35, -1.04], [2.94, 1.12, -0.51], [1.05, 0.47, -2.30], [2.29, -0.56, -2.96], [3.79, 1.42, -3.24], [2.57, 2.45, -2.53], [2.22, 0.85, -5.13], [2.47, 2.59, -5.03], [0.98, 1.87, -4.40], [-3.18, -4.06, 1.78], [-2.02, -3.08, 2.72], [-1.41, -4.17, 4.02], [-2.96, -1.79, 3.53], [-0.86, -2.51, 1.94], [-3.82, -4.61, 2.46], [-2.63, -4.75, 1.14], [-3.78, -3.40, 1.15], [-2.23, -4.58, 4.61], [-0.74, -3.61, 4.67], [-0.86, -4.98, 3.55], [-3.75, -2.22, 4.16], [-3.41, -1.16, 2.77], [-2.29, -1.19, 4.15], [-3.49, -1.61, -2.48], [-2.49, -1.64, -1.22], [-1.26, -0.38, -1.30], [-1.64, -3.04, -1.06], [-3.13, -1.23, 0.24], [-1.49, 3.17, -2.46], [-3.02, 2.66, -1.52], [-3.96, 4.22, -1.09], [-4.07, 1.63, -2.64], [-2.68, 1.81, 0.12], [-1.05, 0.45, 0.57], [0.24, 2.11, 0.24], [0.85, 2.67, 1.95], [-0.59, 3.49, 2.82], [1.41, 1.26, 3.04], [2.25, 3.87, 1.76], [-1.81, 3.59, -3.42], [-0.83, 2.32, -2.67], [-0.90, 3.94, -1.95], [-4.20, 4.79, -1.99], [-3.37, 4.87, -0.44], [-4.90, 4.00, -0.58], [-4.43, 2.26, -3.46], [-4.93, 1.20, -2.13], [-3.52, 0.80, -3.08], [-3.59, 1.28, 0.41], [-2.49, 2.59, 0.88], [-0.33, 2.91, -0.21], [1.07, 1.82, -0.41], [-1.38, 2.77, 3.06], [-1.05, 4.29, 2.24], [-0.24, 3.91, 3.76], [0.77, 0.38, 3.02], [1.41, 1.64, 4.07], [2.42, 0.93, 2.80], [1.96, 4.76, 1.19], [3.09, 3.40, 1.24], [2.61, 4.20, 2.74]], "total_charge": 0}



Entry 4:
{"formula": "C19H51N7O22P2", "method": "wB97M-V/def2-TZVPD", "elements": ["C", "C", "O", "P", "O", "O", "C", "C", "O", "C", "C", "H", "H", "H", "H", "H", "H", "H", "H", "H", "H", "H", "H", "H", "H", "H", "C", "C", "O", "P", "O", "O", "C", "C", "O", "C", "C", "H", "H", "H", "H", "H", "H", "H", "H", "H", "H", "H", "H", "H", "H", "H", "C", "N", "O", "O", "H", "H", "H", "C", "N", "O", "O", "H", "H", "H", "C", "N", "O", "O", "H", "H", "H", "C", "N", "O", "O", "H", "H", "H", "C", "N", "O", "O", "H", "H", "H", "C", "N", "O", "O", "H", "H", "H", "C", "N", "O", "O", "H", "H", "H"], "positions_angstrom": [[-3.87, -0.49, 6.84], [-4.04, 0.29, 5.55], [-2.84, 0.63, 4.95], [-2.84, 1.39, 3.52], [-3.47, 0.67, 2.36], [-1.26, 1.55, 3.22], [-0.28, 1.51, 4.31], [-0.46, 2.68, 5.23], [-3.34, 2.90, 3.83], [-3.58, 3.78, 2.83], [-3.45, 5.20, 3.35], [-4.83, -0.57, 7.37], [-3.40, -1.45, 6.66], [-3.28, 0.02, 7.60], [-4.68, -0.32, 4.91], [-4.66, 1.15, 5.78], [-0.39, 0.56, 4.84], [0.70, 1.44, 3.83], [0.44, 2.91, 5.80], [-0.83, 3.55, 4.69], [-1.24, 2.40, 5.93], [-3.00, 3.72, 1.91], [-4.62, 3.58, 2.56], [-4.22, 5.52, 4.05], [-2.40, 5.40, 3.57], [-3.72, 5.85, 2.51], [1.21, -0.44, -3.07], [1.15, -0.64, -4.57], [1.44, -2.03, -4.76], [0.80, -2.97, -5.91], [1.07, -4.43, -5.77], [-0.80, -2.70, -5.93], [-1.62, -3.14, -4.87], [-2.85, -2.20, -4.71], [1.45, -2.25, -7.25], [1.45, -3.06, -8.45], [0.09, -3.07, -9.19], [0.45, -1.09, -2.63], [2.15, -0.77, -2.62], [1.06, 0.61, -2.80], [0.23, -0.22, -4.97], [1.88, -0.01, -5.09], [-1.99, -4.14, -5.13], [-1.12, -3.24, -3.91], [-3.56, -2.63, -4.01], [-2.59, -1.21, -4.32], [-3.34, -2.06, -5.67], [2.20, -2.61, -9.09], [1.76, -4.09, -8.29], [0.28, -3.46, -10.18], [-0.45, -3.84, -8.63], [-0.42, -2.11, -9.33], [0.84, -5.02, -1.73], [0.82, -4.16, -0.53], [0.49, -4.72, 0.53], [1.22, -3.00, -0.64], [1.40, -4.47, -2.49], [-0.17, -5.23, -2.07], [1.26, -6.01, -1.56], [1.37, 0.39, 1.12], [0.88, 1.68, 0.64], [1.38, 2.70, 1.05], [-0.04, 1.62, -0.20], [2.38, 0.62, 1.46], [1.37, -0.32, 0.30], [0.84, 0.05, 2.01], [0.69, 5.89, 0.66], [0.96, 5.44, 2.02], [0.09, 4.79, 2.56], [1.95, 5.86, 2.58], [1.08, 5.14, -0.03], [1.22, 6.79, 0.36], [-0.37, 5.87, 0.43], [-1.51, -1.50, 0.27], [-2.49, -2.34, -0.56], [-3.37, -1.69, -1.16], [-2.30, -3.55, -0.64], [-0.92, -2.18, 0.88], [-2.05, -0.76, 0.85], [-0.92, -1.05, -0.53], [6.02, 1.04, 4.53], [4.58, 0.80, 4.15], [4.30, 0.91, 2.95], [3.80, 0.58, 5.02], [6.51, 0.06, 4.46], [6.01, 1.17, 5.61], [6.57, 1.76, 3.93], [0.73, 3.39, -2.85], [1.93, 2.94, -3.69], [2.92, 2.55, -2.98], [1.81, 2.87, -4.95], [0.18, 4.27, -3.18], [0.92, 3.53, -1.78], [0.01, 2.57, -2.92], [2.69, -4.23, 2.92], [2.24, -2.88, 2.57], [1.03, -2.69, 2.81], [2.97, -2.11, 1.97], [2.91, -4.74, 1.98], [1.83, -4.64, 3.46], [3.58, -4.06, 3.51]], "total_charge": 0, "relative_energy_kcal_mol": 0.0}



Entry 5:
{"formula": "C19H52N7O3P2", "method": "wB97M-V/def2-TZVPD", "elements": ["C", "C", "C", "C", "C", "C", "C", "O", "N", "H", "H", "H", "H", "H", "H", "H", "H", "H", "H", "H", "H", "H", "H", "H", "H", "O", "P", "N", "C", "C", "N", "C", "C", "N", "C", "C", "H", "H", "H", "H", "H", "H", "H", "H", "H", "H", "H", "H", "H", "H", "H", "H", "H", "H", "O", "P", "N", "C", "C", "N", "C", "C", "N", "C", "C", "H", "H", "H", "H", "H", "H", "H", "H", "H", "H", "H", "H", "H", "H", "H", "H", "H", "H"], "positions_angstrom": [[0.96, 2.54, 4.45], [0.10, 3.84, 4.44], [0.24, 4.55, 3.09], [-1.37, 3.63, 4.90], [-2.40, 3.32, 3.80], [-3.81, 3.55, 4.42], [-2.27, 1.89, 3.18], [-3.03, 0.91, 3.80], [-2.68, 0.73, 5.19], [1.77, 2.64, 5.18], [0.38, 1.64, 4.66], [1.45, 2.47, 3.47], [0.56, 4.50, 5.19], [-0.29, 5.51, 3.08], [1.29, 4.75, 2.83], [-0.22, 3.96, 2.29], [-1.36, 2.80, 5.62], [-1.68, 4.51, 5.49], [-2.34, 4.02, 2.97], [-4.52, 2.77, 4.15], [-3.71, 3.69, 5.50], [-4.22, 4.50, 4.02], [-2.57, 1.95, 2.12], [-1.20, 1.60, 3.18], [-1.66, 0.57, 5.24], [0.72, -1.44, 1.24], [0.10, -2.71, 0.67], [-1.57, -2.27, 0.76], [-2.17, -1.90, 2.04], [-1.89, -1.26, -0.24], [0.64, -3.78, 1.90], [-0.22, -4.41, 2.88], [1.93, -3.47, 2.50], [-0.29, -4.13, -0.35], [0.50, -4.13, -1.59], [-1.63, -4.61, -0.63], [-3.23, -1.65, 1.90], [-1.69, -1.04, 2.51], [-2.17, -2.73, 2.74], [-1.55, -1.59, -1.23], [-1.42, -0.30, -0.02], [-2.97, -1.12, -0.30], [-0.48, -3.73, 3.70], [0.28, -5.28, 3.32], [-1.14, -4.79, 2.44], [1.85, -2.70, 3.27], [2.63, -3.12, 1.74], [2.37, -4.37, 2.94], [0.15, -3.37, -2.29], [0.47, -5.11, -2.09], [1.55, -3.92, -1.36], [-2.18, -3.97, -1.33], [-2.22, -4.71, 0.28], [-1.56, -5.61, -1.07], [1.27, -1.45, -3.54], [1.54, -0.25, -4.45], [2.73, 0.53, -3.47], [2.42, 0.93, -2.10], [3.99, -0.21, -3.48], [-0.02, 0.46, -4.39], [-0.34, 1.69, -3.70], [-1.14, -0.48, -4.29], [1.93, 0.81, -5.84], [2.23, 0.05, -7.05], [2.81, 1.97, -5.76], [3.29, 1.40, -1.64], [2.12, 0.08, -1.47], [1.64, 1.68, -2.07], [4.30, -0.41, -4.51], [3.91, -1.17, -2.96], [4.79, 0.38, -3.02], [-0.45, 1.54, -2.62], [-1.29, 2.09, -4.08], [0.40, 2.47, -3.88], [-1.30, -0.82, -3.27], [-0.96, -1.36, -4.91], [-2.05, -0.01, -4.66], [3.22, -0.43, -7.00], [2.21, 0.69, -7.94], [1.48, -0.73, -7.20], [3.87, 1.71, -5.68], [2.55, 2.62, -4.93], [2.67, 2.57, -6.67]], "total_charge": -1}



Number 1: electronic energy -3454.89527 Ha, molar mass 674.6 g/mol. Number 2: electronic energy -5435.01150 Ha, molar mass 708.8 g/mol. Number 3: electronic energy -6804.40786 Ha, molar mass 731.9 g/mol. Number 4: electronic energy -3475.30736 Ha, molar mass 791.6 g/mol. Number 5: electronic energy -2046.60494 Ha, molar mass 488.6 g/mol.